The following is a DFT calculation (ωB97M-V/def2-TZVPD) of a single C9H12ClN3 molecule at a distorted geometry.

ORCA input file:
```
! RIJCOSX wB97M-V def2-TZVPD def2/J DEFGRID3
* xyz 0 1
Cl -1.4022 -0.8296 2.3337
C -1.5311 0.0997 0.7799
C -2.8491 0.6791 0.4236
C -2.8666 1.4336 -0.7106
C -1.6397 1.8805 -1.2518
N -0.4382 1.4646 -0.8626
C -0.3259 0.4984 0.0779
N 0.9899 0.0653 0.3704
C 1.2487 -1.2625 0.5041
C 2.4001 -1.8647 -0.4510
N 2.4147 -1.3461 -1.8575
C 2.4022 0.1648 -1.6426
C 2.0290 0.7125 -0.3030
H -3.8291 0.5922 1.0185
H -3.8422 1.6643 -1.2196
H -1.6307 2.6324 -2.0153
H 1.5705 -1.4673 1.4953
H 0.4115 -1.9137 0.3009
H 2.3822 -2.9555 -0.4415
H 3.3537 -1.5695 -0.2377
H 1.6266 -1.7599 -2.3893
H 1.7279 0.5723 -2.3716
H 3.3964 0.4750 -1.8839
H 1.8664 1.8563 -0.4170
H 2.8328 0.6411 0.3769
*
```

Computed properties:
Max |F| in hartree/bohr: 0.0985
Relative energy (zero: lowest compared OMol25 entry of this formula, charge and spin) in kJ/mol: 197.9
SMILES: Clc1cccnc1N1CCNCC1
Orbital gap in eV: 8.690
Total energy in eV: -26518.2402
HOMO in eV: -8.0

Löwdin population analysis, charges in e, atoms 1 to 2: 0.5911, -0.4730